[1]
{
  "formula": "C9H9NO2",
  "method": "ωB97M-V/def2-TZVPD",
  "e_homo_ev": -8.0,
  "lumo_energy_ha": 0.0136,
  "total_charge": 0,
  "elements": ["H", "C", "H", "O", "C", "H", "N", "H", "C", "C", "H", "C", "H", "C", "H", "H", "C", "C", "H", "C", "O"],
  "coordinates": [[2.324177, -2.622359, 0.079407], [-0.349694, -0.835324, 1.107249], [-1.550037, 2.061005, -0.216893], [-1.233934, -2.820971, -1.820965], [1.276046, -0.757751, 0.841346], [1.283346, 2.365559, -0.843847], [-1.207553, -0.683837, -1.038065], [0.715984, 2.229258, 0.833600], [0.901593, 0.432021, -0.215158], [0.013480, -2.157023, 0.154052], [-2.662414, 0.769368, 0.526962], [-1.663100, 1.218380, 0.393408], [1.143955, 0.001429, -1.271889], [1.353864, -2.124253, 0.299818], [-1.471778, -0.116848, -1.790693], [-1.591844, 1.608213, 1.387048], [1.328104, 1.809291, 0.089282], [-0.945742, -1.984358, -1.012897], [2.364673, 1.926600, 0.469195], [-0.703922, 0.201494, 0.025736], [0.674796, -0.519892, 2.003305]],
  "forces_ev_per_angstrom": [[-1.438, -0.014, -0.209], [-0.550, -2.260, -1.730], [-0.714, 1.308, -1.304], [-0.501, -0.400, -0.669], [-0.486, 1.887, -1.656], [-0.204, 0.443, 0.120], [-0.173, 2.322, 1.748], [-0.898, 0.751, 0.836], [-1.586, -2.258, -1.085], [0.205, 2.380, 1.448], [0.123, 0.255, -1.056], [-1.439, 0.144, 1.392], [-0.168, 1.161, 1.896], [1.171, -1.242, -0.033], [-0.874, -0.251, -1.810], [1.032, 0.167, 0.851], [2.143, 0.230, -0.632], [1.341, -1.922, 0.271], [-0.399, -0.374, -0.304], [3.481, -2.480, 0.274], [-0.066, 0.151, 1.650]]
}



[2]
{
  "formula": "C9H9NO2",
  "method": "ωB97M-V/def2-TZVPD",
  "e_homo_ev": [-7.0, -6.9],
  "lumo_energy_ha": [0.0119, 0.0121],
  "total_charge": 0,
  "elements": ["H", "O", "H", "C", "H", "C", "H", "C", "C", "C", "C", "C", "H", "H", "O", "H", "N", "C", "H", "H", "C"],
  "coordinates": [[-4.154920, 0.309074, 0.681465], [2.088741, 0.815742, 1.452670], [2.634967, -0.011503, 1.700314], [-0.582005, 0.729734, -0.279358], [-3.196070, 2.552577, 0.242226], [-2.337339, -0.651954, 0.050024], [1.959311, 2.636277, -0.135257], [-3.104741, 0.453047, 0.264948], [-0.905277, -0.565998, -0.043107], [1.263024, -1.712894, -0.096386], [-0.059583, -1.712816, -0.088046], [-2.540017, 1.712321, 0.107125], [-2.711099, -1.715949, 0.151312], [2.147263, -0.401194, -1.760019], [2.271341, 1.841817, -0.714435], [3.293240, -0.863370, -0.549296], [-1.279736, 1.836356, -0.174517], [1.939319, 0.726278, 0.056139], [-0.552479, -2.657083, -0.035194], [1.611684, -2.754305, -0.235303], [2.214374, -0.566148, -0.595315]],
  "forces_ev_per_angstrom": [[1.358, 0.405, -1.058], [1.429, -1.755, -1.615], [-1.273, 1.834, -0.270], [5.056, 0.902, 1.281], [0.214, 0.658, 0.019], [1.429, -3.007, 1.125], [0.805, -1.831, -1.641], [-2.174, -0.469, 0.703], [-3.893, 1.167, -1.268], [1.531, -0.665, -2.362], [0.275, 0.581, 0.693], [-1.681, -0.835, 0.514], [-0.119, 1.389, -0.065], [-0.497, -0.341, 2.220], [-0.642, 0.756, 3.261], [-0.550, 0.104, 0.664], [1.502, 0.259, -0.709], [-3.044, 1.633, -0.479], [-0.331, -0.587, 0.211], [0.599, 0.817, 0.416], [0.006, -1.013, -1.641]]
}



[3]
{
  "formula": "C9H9NO4V",
  "method": "ωB97M-V/def2-TZVPD",
  "s_squared": 3.78,
  "multiplicity": 4,
  "e_homo_ev": [-17.6, -17.7],
  "lumo_energy_ha": [-0.3975, -0.3803],
  "total_charge": 2,
  "elements": ["C", "C", "N", "H", "C", "H", "C", "O", "H", "H", "O", "V", "H", "O", "O", "H", "C", "C", "H", "H", "H", "C", "C", "C"],
  "coordinates": [[0.144058, 1.956385, 1.659122], [0.124460, -1.343329, 1.457376], [0.134423, -0.392314, 0.800001], [-0.853705, 1.783089, -4.070747], [0.076696, -2.511980, 2.320351], [-1.554484, -2.162410, 3.787237], [0.082140, 1.235977, -3.902094], [-2.534903, 0.283099, -1.257353], [1.106972, -2.912644, 2.372403], [-0.032372, -1.338961, 4.214901], [2.664450, 0.265681, -1.318450], [0.089465, 1.545269, -0.199540], [1.015109, 1.779522, -4.097014], [0.081748, 4.489914, -1.272838], [0.202024, 2.114279, 2.811945], [-0.225498, -3.053588, 4.428321], [0.085081, -0.065116, -3.587997], [1.700202, 0.840188, -0.988422], [-0.591245, -3.252559, 1.836123], [1.021416, -0.631820, -3.518373], [-0.849315, -0.631506, -3.492145], [-0.460887, -2.234783, 3.748242], [0.131965, 3.415488, -0.830458], [-1.557800, 0.822117, -0.900586]],
  "forces_ev_per_angstrom": [[0.360, 1.747, 8.032], [-0.240, 0.482, -0.072], [-0.009, -0.225, -0.048], [0.360, -0.215, 0.053], [-0.064, -0.583, 0.360], [0.269, 0.179, -0.319], [-0.002, 0.717, 0.158], [5.224, 2.731, 1.740], [-0.440, 0.073, -0.176], [-0.050, -0.148, -0.304], [-4.990, 2.899, 1.491], [0.077, -1.792, -0.317], [-0.363, -0.212, 0.063], [0.343, -4.957, 2.175], [-0.282, -0.670, -5.195], [0.249, -0.159, -0.371], [-0.006, -0.539, 0.373], [8.763, -3.820, -2.519], [0.537, 0.257, 0.022], [-0.398, 0.196, -0.045], [0.393, 0.203, -0.061], [-0.304, 0.421, 0.501], [-0.428, 6.993, -2.930], [-8.998, -3.577, -2.609]]
}



Largest force on an atom (Eh/bohr)
0.0833, 0.1029, 0.1950
Energy relative to the best compared isomer or geometry (same formula, charge and spin) (kJ/mol)
737.71, 542.21, 95.56